No. 1
The following is a quantum chemistry calculation of C3H7N2O2 as an isolated structure in a non-equilibrium geometry, from the Open Molecules 2025 dataset.

Values from the calculation:
ΔE to the lowest compared entry with this formula, charge and spin = 141.4 kcal per mole
max |F| = 4.99 eV/A
electronic energy = -10295.5047 eV
highest occupied orbital energy = -4.31 eV
charge = -1

Element x y z (Å)
C (0.166, 0.007, -0.514)
N (1.071, -0.464, 0.448)
C (2.413, 0.191, 0.346)
O (2.871, 0.493, -0.834)
O (2.984, 0.273, 1.490)
C (-1.346, -0.307, -0.380)
N (-2.269, -0.004, 0.817)
H (0.184, 1.082, -0.443)
H (0.509, -0.232, -1.622)
H (0.658, -0.346, 1.362)
H (-1.595, -1.246, -0.984)
H (-1.722, 0.524, -1.049)
H (-1.287, -0.945, 0.682)
H (-2.637, 0.973, 0.680)

No. 2
The following is a quantum chemistry calculation of an isolated ion of composition C3H7N2O2 and charge +1 in a non-equilibrium geometry, from the Open Molecules 2025 dataset.

Values from the calculation:
ΔE to the lowest compared entry with this formula, charge and spin = 150.6 kcal per mole
max |F| = 10.11 eV/A
electronic energy = -10286.2820 eV
SMILES = C[NH2+]/C=C/[N+](=O)[O-]
highest occupied orbital energy = -15.07 eV
charge = +1

Element x y z (Å)
C (-0.754, 1.557, 1.416)
N (-0.270, 1.109, 0.105)
C (0.281, -0.188, 0.051)
C (0.180, -1.104, -1.165)
N (0.883, -2.394, -1.136)
O (0.959, -2.877, -0.047)
O (1.253, -2.756, -2.181)
H (0.084, 2.013, 1.881)
H (-1.619, 2.214, 1.191)
H (-1.027, 0.562, 1.955)
H (0.320, 1.879, -0.466)
H (-1.075, 1.330, -0.523)
H (0.861, -0.539, 0.998)
H (-0.077, -0.805, -2.076)

No. 3
The following is a quantum chemistry calculation of an isolated ion of composition C3H7N2O2 and charge +1 in a non-equilibrium geometry, from the Open Molecules 2025 dataset.

Values from the calculation:
ΔE to the lowest compared entry with this formula, charge and spin = 93.3 kcal per mole
max |F| = 6.19 eV/A
electronic energy = -10288.7669 eV
SMILES = C=[N+](O)/C([O-])=C/[NH3+]
highest occupied orbital energy = -12.90 eV
charge = +1

Element x y z (Å)
C (-2.234, -0.844, 1.171)
N (-1.130, -1.280, 0.686)
O (-0.993, -2.617, 0.720)
C (0.120, -0.660, -0.027)
O (0.930, -1.491, -0.498)
C (0.374, 0.734, -0.128)
N (1.519, 0.974, -0.901)
H (-2.820, -1.597, 1.544)
H (-2.322, 0.310, 1.249)
H (-0.155, -2.912, 0.094)
H (-0.306, 1.611, -0.031)
H (2.384, 1.437, -0.479)
H (1.535, 1.409, -1.809)
H (2.079, 0.067, -1.073)

No. 4
The following is a quantum chemistry calculation of an isolated ion of composition C3H7N2O2 and charge +1 in a non-equilibrium geometry, from the Open Molecules 2025 dataset.

Values from the calculation:
ΔE to the lowest compared entry with this formula, charge and spin = 60.0 kcal per mole
max |F| = 4.33 eV/A
electronic energy = -10290.2106 eV
highest occupied orbital energy = -14.14 eV
charge = +1

Element x y z (Å)
C (0.017, -0.882, 1.257)
C (0.207, 0.377, -1.450)
C (-0.856, 0.735, -0.381)
N (1.040, -0.123, 1.333)
N (-1.012, -0.574, 0.361)
O (0.285, -0.662, -2.116)
O (-0.394, 1.773, 0.305)
H (-0.094, -1.899, 1.682)
H (0.952, 1.295, -1.586)
H (-1.749, 0.932, -0.972)
H (1.877, -0.498, 1.673)
H (-1.832, -1.181, 0.153)
H (1.003, -0.654, -2.835)
H (0.330, 1.354, 0.735)